Record 1
Below is a molecular structure, C22H26CrIN4, with properties calculated with wB97M-V/def2-TZVPD.

XYZ file:
```
54
Properties=species:S:1:pos:R:3
I -0.473 -2.770 -2.641
Cr -0.263 -1.051 -0.678
N -0.033 -1.452 1.166
N 1.725 -1.089 -0.546
N -2.188 -0.902 -0.450
N -0.486 0.877 -0.596
C 2.217 -1.095 0.680
C 1.348 -1.197 3.099
C -1.171 -1.942 1.933
C 4.285 -0.955 2.159
C 3.602 -0.993 0.964
C 1.169 -1.258 1.710
C -4.906 1.560 -0.991
C -1.731 1.340 -0.773
C -4.514 2.886 -1.133
C 3.815 -0.980 3.468
C 1.264 2.357 -1.669
C -4.141 0.433 -0.793
C -2.742 0.271 -0.688
C 2.497 -1.075 3.867
C 2.991 0.476 -2.020
C 0.612 1.812 -0.392
C -3.220 3.370 -1.110
C -2.961 -1.990 0.112
C -2.015 2.703 -0.945
C 1.806 1.274 -2.599
C 2.619 -0.975 -1.688
C -2.067 -2.814 1.044
H 4.556 -0.913 4.255
H -0.827 -2.552 2.772
H 5.362 -0.880 2.057
H -5.975 1.384 -1.050
H 0.270 2.650 0.225
H 2.107 1.753 -3.533
H -1.753 -1.103 2.336
H 3.519 -1.582 -1.552
H 3.373 0.972 -1.123
H 2.082 3.019 -1.367
H 0.430 -1.241 3.670
H 3.810 0.453 -2.742
H 4.242 -0.941 0.096
H -2.707 -3.435 1.675
H -4.701 -0.492 -0.740
H 2.333 -1.055 4.939
H 2.104 -1.392 -2.551
H -3.795 -1.595 0.702
H -3.126 4.443 -1.241
H -1.425 -3.481 0.464
H -1.151 3.352 -0.948
H -3.373 -2.643 -0.666
H 0.992 0.589 -2.853
H 0.546 2.962 -2.225
H -5.303 3.614 -1.277
H 1.372 1.295 0.190
```

Results
Kohn-Sham gap (alpha / beta)	6.42 / 6.89	eV
⟨S²⟩	0.765
net charge	0
multiplicity	2



Record 2
Below is a gas-phase ion, C22H26F2N3OS (charge +1), with properties calculated with wB97M-V/def2-TZVPD.

XYZ file:
```
55
Properties=species:S:1:pos:R:3
S 1.248 -2.030 -0.534
F -0.623 1.738 1.799
F 0.288 2.922 -2.641
O -2.301 1.406 -0.964
N -3.500 -0.732 -0.076
N -0.578 -0.038 -0.992
N 1.668 0.531 -0.568
C 1.242 4.204 -0.906
C -2.363 -1.651 -0.355
C 4.004 -2.186 0.045
C 5.166 -1.464 0.252
C -1.094 1.212 -0.839
C 3.958 -3.678 0.101
C 6.517 0.630 0.434
C -1.469 -1.093 -1.465
C 2.859 -1.446 -0.223
C -0.004 2.565 0.925
C 0.451 3.154 -1.332
C 4.063 0.651 -0.069
C 2.875 -0.039 -0.285
C 0.750 -0.340 -0.731
C -5.451 -2.330 -0.220
C -4.734 -1.124 -0.806
C 5.214 -0.065 0.200
C -4.687 0.647 1.621
C -3.699 -0.481 1.374
C -0.179 2.306 -0.429
C 1.404 4.420 0.452
C 0.782 3.602 1.381
H 2.021 5.236 0.792
H 4.060 1.728 -0.119
H -4.021 -1.403 1.860
H 6.078 -2.003 0.461
H -2.731 -0.189 1.787
H -5.705 0.368 1.367
H -4.668 0.907 2.675
H 3.278 -4.006 0.887
H -4.446 -1.329 -1.839
H -6.255 -2.614 -0.894
H -0.852 -1.895 -1.874
H -4.792 -3.188 -0.112
H 7.254 0.306 -0.299
H -5.406 -0.264 -0.813
H 3.591 -4.081 -0.844
H -3.192 0.208 -0.488
H -4.404 1.530 1.053
H 6.905 0.383 1.421
H 6.404 1.708 0.363
H -1.769 -1.784 0.551
H -2.078 -0.679 -2.275
H 1.719 4.835 -1.638
H 4.944 -4.089 0.297
H -5.895 -2.107 0.745
H 0.897 3.759 2.441
H -2.746 -2.627 -0.652
```

Results
SMILES	CC[NH+](CC)CCN(C(=O)c1c(F)cccc1F)c1nc2cc(C)cc(C)c2s1
Kohn-Sham gap	8.67	eV
net charge	+1
multiplicity	1



Record 3
Below is a molecular structure, C22H26FGdN7O7P2SSi, with properties calculated with wB97M-V/def2-TZVPD.

XYZ file:
```
68
Properties=species:S:1:pos:R:3
Gd -0.400 0.135 0.156
S 2.438 1.614 -0.469
P -2.583 -2.285 0.446
P -3.110 0.301 -0.176
Si 0.600 -2.046 -2.569
F -0.433 2.115 -1.117
O -2.424 1.219 0.787
O -3.034 -3.110 1.775
O -1.194 -1.786 0.688
O -3.619 -1.006 0.635
O -2.935 -3.065 -0.750
O -2.275 -0.100 -1.345
O -4.515 0.924 -0.642
N 1.028 6.794 4.773
N 0.275 2.290 1.968
N -0.589 -0.393 2.849
N 0.486 -0.399 -2.046
N 4.103 -0.323 -1.103
N 2.770 -0.811 0.650
N 1.662 -0.630 1.366
C 0.004 3.060 -3.245
C -1.153 -2.333 4.764
C -1.784 -0.471 3.408
C -0.751 3.042 2.360
C 3.059 0.051 -0.309
C 1.495 2.692 2.320
C -0.949 -2.645 -3.527
C 0.868 5.830 4.171
C 0.343 -1.297 3.209
C 1.572 -1.310 2.469
C 0.869 -3.187 -1.060
C 0.345 2.961 -4.584
C 0.602 0.579 -4.294
C 2.163 -2.451 -3.653
C -0.616 4.206 3.100
C -2.125 -1.433 4.349
C 1.750 3.856 3.028
C 0.668 4.639 3.435
C 0.613 1.696 -5.095
C 0.104 -2.252 4.207
C 0.350 0.632 -2.898
C -0.010 1.933 -2.462
H 0.802 -0.389 -4.724
H 0.845 1.583 -6.145
H -0.071 -3.325 -0.537
H 0.397 3.841 -5.208
H -0.264 4.004 -2.794
H 2.761 4.160 3.258
H -0.893 -3.700 -3.782
H 1.595 -2.783 -0.356
H -3.133 -1.479 4.729
H 2.386 -1.954 2.797
H 1.220 -4.163 -1.385
H -4.830 0.388 -1.369
H 0.885 -2.949 4.475
H 2.210 -1.888 -4.578
H 2.172 -3.505 -3.913
H 2.318 2.071 1.997
H -2.515 0.252 3.065
H -3.600 -3.805 1.448
H -1.387 -3.105 5.485
H 4.209 0.184 -1.965
H 4.298 -1.312 -1.121
H -1.483 4.771 3.409
H -1.808 -2.507 -2.875
H -1.733 2.697 2.063
H 3.075 -2.241 -3.103
H -1.122 -2.081 -4.439
```

Results
Kohn-Sham gap (alpha / beta)	6.69 / 5.02	eV
⟨S²⟩	16.033
net charge	-1
multiplicity	8
energy relative to the best compared isomer or geometry (same formula, charge and spin)	18.17	kcal/mol



Record 4
Below is a molecular structure, C22H26N2O3RhSSi, with properties calculated with wB97M-V/def2-TZVPD.

XYZ file:
```
56
Properties=species:S:1:pos:R:3
Rh 0.893 0.686 -0.554
S 2.660 0.074 0.920
Si 1.858 0.265 -2.861
O -3.380 -1.371 0.322
O 1.234 2.604 0.306
O -0.644 -0.268 0.229
N -1.248 -3.137 0.436
N 1.962 2.622 1.422
C 2.361 -1.544 -2.874
C -2.788 -1.706 -0.852
C -1.258 -2.673 1.735
C -1.559 0.034 4.253
C 1.951 3.783 2.115
C -1.259 -1.357 2.259
C -1.526 -1.203 3.635
C 3.382 1.659 3.034
C 3.375 1.348 -3.080
C -1.557 -2.585 -3.191
C -1.130 -3.048 -1.952
C -0.978 -0.167 1.528
C -1.325 1.184 3.512
C 2.659 1.536 1.837
C -2.582 -1.661 -3.257
C -1.035 1.069 2.153
C -1.717 -2.613 -0.771
C 2.651 3.919 3.279
C 3.384 2.827 3.751
C 0.624 0.595 -4.236
C -3.195 -1.225 -2.085
C -4.132 -0.173 0.362
H 3.859 1.137 -4.039
H -1.242 -3.477 2.461
H -4.009 -0.516 -2.139
H 4.098 1.165 -2.284
H 1.491 -2.186 -2.736
H -2.920 -1.280 -4.211
H 0.335 1.647 -4.267
H -1.366 2.160 3.977
H -1.074 -2.939 -4.093
H -0.878 -4.068 0.342
H 3.077 -1.758 -2.078
H -3.562 0.655 -0.068
H 2.828 -1.799 -3.830
H -0.304 -3.748 -1.889
H 3.943 2.898 4.674
H 1.347 4.553 1.661
H -0.278 -0.004 -4.096
H -1.727 -2.095 4.218
H 2.619 4.859 3.810
H 3.929 0.789 3.369
H -4.321 0.028 1.413
H 1.062 0.335 -5.205
H -0.838 1.948 1.549
H -1.777 0.099 5.311
H -5.084 -0.278 -0.166
H 3.110 2.407 -3.059
```

Results
Kohn-Sham gap (alpha / beta)	5.62 / 6.28	eV
⟨S²⟩	8.787
net charge	0
multiplicity	6
energy relative to the best compared isomer or geometry (same formula, charge and spin)	0.00	kcal/mol



E_tot, record by record: -2415.1054 -1691.1819 -4000.3709 -1987.2311 hartree